No. 1
The following is a quantum chemistry calculation of a single C17H21N3O5S molecule, from the OMol25 dataset.

Geometry as XYZ:
```
47
Properties=species:S:1:pos:R:3
C -0.584 -2.527 -2.480
C -1.802 -2.707 -1.620
N -1.772 -3.927 -0.831
S -0.624 -4.192 0.482
O -1.117 -5.293 1.325
O 0.686 -4.589 -0.029
C -0.765 -2.606 1.464
C -1.581 -2.420 2.492
C -1.685 -1.234 3.173
C -0.853 -0.151 2.812
C 0.000 -0.204 1.720
C 0.145 -1.519 1.096
N 0.617 1.009 1.495
C 1.501 1.441 0.467
O 1.991 0.644 -0.329
C 2.187 2.859 0.545
N 2.339 3.467 -0.775
C 3.528 3.437 -1.544
C 2.973 3.871 -2.868
O 1.542 3.806 -2.826
C 1.309 3.881 -1.538
O 0.120 3.984 -1.044
C -0.087 1.928 2.362
C -0.947 1.129 3.313
C -3.177 -2.319 -2.191
C -2.499 -1.466 -1.043
H 0.238 -2.064 -1.835
H -0.682 -1.766 -3.268
H -0.245 -3.477 -2.911
H -1.457 -4.644 -1.494
H -2.268 -3.268 2.739
H -2.279 -1.107 4.059
H 0.871 -1.666 0.248
H 1.627 3.544 1.220
H 3.215 2.786 0.911
H 4.035 2.481 -1.681
H 4.196 4.164 -1.024
H 3.241 4.921 -3.130
H 3.154 3.171 -3.653
H 0.539 2.427 3.012
H -0.760 2.547 1.729
H -0.552 1.212 4.281
H -2.003 1.391 3.348
H -3.976 -2.992 -1.881
H -3.352 -1.863 -3.134
H -2.873 -1.691 -0.014
H -2.116 -0.407 -1.149
```

Summary:
energy = -1598.92497 hartree
2S+1 = 1
E_HOMO = -8.788 eV
E_LUMO = 0.31 eV

Löwdin atomic charge list, values in e, 2 entries: -0.0374 -0.5757

***

No. 2
The following is a quantum chemistry calculation of a molecular structure, C8H19BNOOsS3, from the OMol25 dataset.

Geometry as XYZ:
```
34
Properties=species:S:1:pos:R:3
Os 0.437 -0.852 -1.770
C -2.248 0.662 -1.102
C -1.340 1.876 -1.154
S 0.351 1.403 -1.729
C 1.348 2.010 -0.304
C 2.511 1.068 -0.089
S 1.972 -0.678 -0.122
C 1.248 -1.011 1.506
C -1.254 -0.568 1.305
S -1.405 -0.843 -0.503
H -3.162 0.837 -0.532
H -2.561 0.357 -2.103
H -1.739 2.610 -1.854
H -1.232 2.372 -0.191
H 1.695 3.020 -0.527
H 0.686 2.056 0.557
H 3.221 1.112 -0.920
H 3.081 1.279 0.817
H 0.935 -2.056 1.468
H 2.018 -0.907 2.269
H -1.551 -1.514 1.761
H -1.978 0.195 1.587
B 0.149 1.118 4.197
C 0.099 0.547 2.923
N 0.066 -0.201 1.906
H -0.066 0.441 5.140
H 0.039 2.425 4.503
H 0.791 2.302 4.237
C -0.510 -3.527 -3.387
O -0.018 -2.118 -3.446
H 0.351 -4.186 -3.424
H -1.179 -3.680 -4.227
H -1.050 -3.619 -2.450
H 0.297 -1.930 -4.344
```

Summary:
net charge = +3
energy = -1755.06318 hartree
2S+1 = 1
E_HOMO = -18.890 eV
E_LUMO = -11.23 eV

Löwdin atomic charge list, values in e, 2 entries: 0.6690 -0.4245

***

No. 3
The following is a quantum chemistry calculation of a single C3H7NO2 molecule, from the OMol25 dataset.

Geometry as XYZ:
```
13
Properties=species:S:1:pos:R:3
N -1.636 -0.945 -0.537
C -0.757 0.017 -0.956
O -0.428 0.149 -2.121
C -0.219 0.925 0.138
C 1.171 0.460 0.549
O 1.046 -0.838 1.110
H -1.579 -1.243 0.425
H -1.827 -1.669 -1.217
H -0.873 0.933 1.017
H -0.160 1.939 -0.266
H 1.822 0.453 -0.335
H 1.597 1.158 1.284
H 1.844 -1.338 0.908
```

Summary:
energy = -323.76099 hartree
2S+1 = 1
E_HOMO = -9.710 eV
E_LUMO = 0.78 eV

Löwdin atomic charge list, values in e, 2 entries: 0.1566 -0.5505

***

No. 4
The following is a quantum chemistry calculation of a molecular structure, C42H36BBrN3O3PY, from the OMol25 dataset.

Geometry as XYZ:
```
88
Properties=species:S:1:pos:R:3
Y 0.206 1.223 0.140
Br 7.916 0.925 -1.432
C 6.047 0.704 -1.132
C 5.327 -0.206 -1.923
C 3.995 -0.399 -1.695
C 3.291 0.288 -0.655
O 2.071 0.029 -0.419
C 4.050 1.243 0.105
C 3.489 1.989 1.178
N 2.251 2.011 1.552
C 1.930 2.569 2.785
C 2.745 2.468 3.895
C 2.354 2.979 5.143
C 1.133 3.570 5.305
C 0.260 3.685 4.201
C -1.014 4.287 4.300
C -1.784 4.417 3.181
C -1.296 3.919 1.961
N -0.138 3.315 1.835
C 0.655 3.196 2.933
C 5.427 1.418 -0.152
H 5.831 -0.743 -2.716
H 3.427 -1.087 -2.306
H 4.209 2.596 1.738
H 3.686 1.940 3.814
H 3.028 2.884 5.985
H 0.817 3.948 6.270
H -1.359 4.631 5.268
H -2.763 4.874 3.215
H -1.891 4.011 1.061
H 5.988 2.130 0.443
O 1.248 2.687 -3.868
C 0.503 2.038 -3.148
O 0.606 1.900 -1.879
C -0.695 1.352 -3.804
C -1.248 1.994 -4.906
C -2.335 1.457 -5.572
C -2.862 0.243 -5.160
C -2.308 -0.420 -4.078
C -1.233 0.129 -3.377
P -0.524 -0.726 -1.912
C -1.831 -1.966 -1.524
C -1.917 -3.243 -2.074
C -2.958 -4.090 -1.721
C -3.927 -3.673 -0.820
C -3.846 -2.406 -0.261
C -2.799 -1.564 -0.603
C 0.744 -1.807 -2.660
C 1.357 -2.722 -1.799
C 2.348 -3.567 -2.265
C 2.758 -3.487 -3.591
C 2.175 -2.561 -4.441
C 1.167 -1.722 -3.980
H -0.805 2.927 -5.228
H -2.772 1.984 -6.412
H -3.710 -0.187 -5.679
H -2.722 -1.370 -3.769
H -1.172 -3.577 -2.786
H -3.014 -5.081 -2.157
H -4.744 -4.333 -0.556
H -4.591 -2.070 0.449
H -2.730 -0.585 -0.149
H 1.050 -2.746 -0.759
H 2.817 -4.275 -1.593
H 3.545 -4.137 -3.954
H 2.505 -2.489 -5.470
H 0.716 -0.997 -4.646
B -4.567 2.304 -0.611
C -3.034 2.090 -0.450
N -1.899 1.912 -0.301
H -4.740 3.418 -1.053
H -4.966 1.450 -1.370
H -5.049 2.185 0.497
C -0.591 -1.533 4.975
C -0.912 -2.073 3.575
C -2.410 -2.399 3.472
C -0.085 -3.332 3.288
C -0.586 -1.042 2.577
C -0.333 -0.175 1.758
H -0.814 -2.281 5.741
H -1.186 -0.640 5.174
H 0.462 -1.258 5.043
H -2.701 -3.131 4.232
H -2.639 -2.801 2.484
H -2.999 -1.492 3.613
H -0.312 -4.120 4.011
H 0.981 -3.104 3.337
H -0.305 -3.701 2.286
```

Summary:
net charge = -1
energy = -4990.86099 hartree
2S+1 = 1
E_HOMO = -5.283 eV
E_LUMO = 1.67 eV

Löwdin atomic charge list, values in e, 2 entries: 1.2252 0.6673

***

No. 5
The following is a quantum chemistry calculation of 3 unconnected molecules or ions with the total composition C4H11N3, from the OMol25 dataset.

Geometry as XYZ:
```
18
Properties=species:S:1:pos:R:3
C 2.590 -0.301 -0.027
C -0.037 -1.725 0.051
C -2.425 0.775 -0.241
N 0.240 -0.387 0.546
N -1.683 0.247 0.883
C 0.651 0.654 -0.018
N 0.572 1.869 -0.183
H -1.455 1.031 1.497
H 1.359 2.371 -0.574
H -0.892 -2.083 0.620
H -0.300 -1.730 -1.009
H 3.126 0.604 0.228
H 2.752 -1.089 0.697
H 2.633 -0.612 -1.064
H 0.830 -2.358 0.224
H -3.431 1.078 0.091
H -2.555 -0.002 -1.000
H -1.976 1.656 -0.722
```

Summary:
energy = -323.05367 hartree
2S+1 = 1
E_HOMO (alpha / beta) = -7.653 / -7.976 eV
E_LUMO (alpha / beta) = 0.67 / 0.30 eV

Löwdin atomic charge list, values in e, 2 entries: 0.0267 -0.0910